[1]
{"formula": "C4H13N3O2", "method": "the ωB97M-V functional and the def2-TZVPD basis", "orbital_gap_ev": 10.5, "homo_energy_ev": -9.65, "lumo_energy_ev": 0.9, "symbols": ["N", "N", "C", "N", "O", "H", "H", "H", "H", "H", "C", "C", "C", "O", "H", "H", "H", "H", "H", "H", "H", "H"], "xyz": [[-0.33347, 2.44742, -0.13437], [-0.00360, 1.48078, -1.10938], [-0.92185, 0.52872, -1.45036], [-2.18071, 0.76081, -0.94647], [-0.62173, -0.44552, -2.10991], [0.29231, 3.23949, -0.22573], [-0.25514, 2.05731, 0.80775], [0.96251, 1.20189, -1.22416], [-2.36376, 1.71948, -0.68349], [-2.93323, 0.27216, -1.41303], [1.81799, -1.64474, -0.17527], [1.26849, -0.85742, 1.00746], [-0.22790, -1.13512, 1.22305], [-0.89936, 0.02814, 1.69046], [1.71199, -2.70570, 0.00117], [1.29124, -1.39351, -1.09450], [2.88115, -1.44355, -0.30112], [1.82609, -1.09667, 1.91255], [1.39550, 0.21340, 0.83106], [-0.35974, -1.92750, 1.96900], [-0.66009, -1.47808, 0.28056], [-1.68669, 0.17820, 1.14472]], "atomic_forces_ev_per_a": [[0.08, -0.02, 0.13], [0.31, 0.40, 0.20], [-0.07, 0.10, -0.07], [-0.52, 0.04, 0.04], [-0.03, -0.18, -0.21], [-0.19, -0.09, -0.13], [0.16, -0.09, -0.19], [-0.16, -0.10, 0.09], [-0.02, -0.03, 0.00], [0.27, 0.04, 0.00], [0.21, 0.24, 0.18], [-0.32, -0.05, -0.05], [0.32, -0.12, 0.04], [-0.28, 0.39, 0.03], [-0.05, -0.40, -0.02], [0.00, -0.02, -0.02], [0.07, -0.01, -0.09], [0.05, 0.06, 0.07], [-0.04, 0.00, 0.06], [0.02, -0.03, -0.14], [-0.07, 0.02, 0.02], [0.25, -0.16, 0.08]]}

***

[2]
{"formula": "C4H13N3P", "method": "the ωB97M-V functional and the def2-TZVPD basis", "orbital_gap_ev": 9.9, "homo_energy_ev": -12.86, "total_charge": 1, "lumo_energy_ev": -3.0, "symbols": ["C", "C", "C", "C", "N", "N", "N", "P", "H", "H", "H", "H", "H", "H", "H", "H", "H", "H", "H", "H", "H"], "xyz": [[0.29939, 1.67679, -1.21822], [0.64207, -2.47690, 1.43459], [-1.32101, -0.49291, 1.72309], [0.05951, -0.75769, -0.67646], [0.11676, 2.59427, -2.17617], [0.78920, 2.05323, -0.04796], [-0.04678, 0.41712, -1.47668], [0.42887, -0.67786, 1.14711], [0.60096, -2.64900, 2.51146], [1.61789, -2.79293, 1.07297], [-0.14210, -3.05642, 0.94618], [-1.33017, -0.48821, 2.80925], [-1.94021, -1.31513, 1.37073], [-1.73400, 0.45502, 1.38019], [-0.78556, -1.40901, -0.88341], [1.17689, -1.62583, -1.26789], [0.25898, 3.56857, -1.98019], [-0.30840, 2.36357, -3.05992], [1.02675, 3.01474, 0.12423], [0.98764, 1.35851, 0.67673], [-0.39668, 0.24007, -2.40962]], "atomic_forces_ev_per_a": [[-0.13, 0.11, -0.04], [0.14, 0.27, -0.04], [0.40, 0.10, -0.03], [3.46, -3.16, -1.36], [-0.05, -0.02, -0.12], [0.08, -0.06, 0.09], [-0.24, 0.29, -0.43], [-0.70, -0.47, -0.02], [-0.01, -0.01, -0.05], [0.03, -0.07, 0.00], [0.00, 0.01, 0.02], [-0.04, 0.02, 0.14], [-0.06, -0.03, -0.06], [-0.05, 0.03, 0.00], [-0.11, 0.07, 0.03], [-3.02, 2.55, 1.78], [0.05, 0.05, -0.02], [0.04, 0.00, 0.12], [0.02, 0.03, -0.04], [0.10, 0.14, -0.09], [0.06, 0.14, 0.13]]}

***

[3]
{"formula": "C4H13N3S", "method": "the ωB97M-V functional and the def2-TZVPD basis", "orbital_gap_ev": 7.8, "homo_energy_ev": -8.71, "lumo_energy_ev": -0.9, "symbols": ["C", "N", "C", "N", "H", "H", "H", "H", "H", "H", "H", "C", "C", "S", "N", "H", "H", "H", "H", "H", "H"], "xyz": [[1.59869, -0.79221, -2.08619], [1.31456, -0.51227, -0.66499], [2.19317, 0.13920, -0.00582], [1.98884, 0.49638, 1.32089], [2.29029, -0.03671, -2.55565], [0.65253, -0.75134, -2.64448], [2.02885, -1.82691, -2.07582], [0.27228, 1.32829, -1.25612], [3.17517, 0.39158, -0.42165], [1.01006, 0.75533, 1.43307], [2.62327, 1.20756, 1.63219], [-1.60667, -0.73028, 0.72740], [-2.05149, 0.47135, -0.16880], [-1.14234, 1.98253, 0.14280], [-1.89245, -0.46170, 2.16159], [-0.53346, -0.89364, 0.61697], [-2.19595, -1.54354, 0.37388], [-3.17745, 0.57770, -0.02150], [-1.95571, 0.24557, -1.18853], [-2.88380, -0.59902, 2.39223], [-1.70836, 0.55211, 2.28853]], "atomic_forces_ev_per_a": [[0.61, -0.22, 0.65], [0.33, 0.97, -0.56], [-0.14, -0.55, 0.19], [-0.33, -0.08, -1.18], [-0.36, -0.84, 0.41], [0.34, -0.28, 0.13], [-0.35, 0.86, -0.69], [-2.28, 1.19, 2.80], [0.00, 0.07, 0.01], [0.11, -0.09, 0.43], [0.08, 0.21, 0.20], [-0.29, 1.89, 0.51], [-1.43, -0.96, 1.61], [2.36, -0.73, -2.50], [-0.11, 0.64, -0.35], [-0.35, -0.22, -0.17], [-0.17, -1.08, -0.05], [1.34, 0.39, 0.07], [0.24, -0.40, -1.43], [0.50, 0.08, -0.32], [-0.11, -0.86, 0.23]]}

***

[4]
{"formula": "C4H13N4", "method": "the ωB97M-V functional and the def2-TZVPD basis", "orbital_gap_ev": [2.8, 7.9], "homo_energy_ev": [-2.27, -7.44], "multiplicity": 2, "lumo_energy_ev": [0.6, 0.4], "symbols": ["N", "C", "N", "N", "H", "H", "H", "H", "H", "C", "C", "C", "N", "H", "H", "H", "H", "H", "H", "H", "H"], "xyz": [[1.61635, -0.90111, -2.38017], [1.59275, 0.33126, -1.74892], [1.08773, 1.34186, -2.49339], [1.98423, 0.53676, -0.53319], [1.73174, -1.61874, -1.67950], [0.94609, -1.19049, -3.06908], [0.40673, 1.07599, -3.18624], [0.91899, 2.21998, -2.02333], [2.60135, -0.20856, -0.22432], [-2.44214, -1.49673, 1.43620], [-1.72281, -0.18412, 1.26286], [-0.49744, 0.00871, 1.73069], [0.29574, 1.20381, 1.47281], [-1.75440, -2.29020, 1.72146], [-3.26523, -1.44638, 2.14447], [-2.84385, -1.74380, 0.44899], [-2.24754, 0.63463, 0.79537], [0.06595, -0.78901, 2.19025], [-0.25246, 1.99794, 1.07189], [0.72521, 1.52517, 2.35714], [1.05300, 0.99303, 0.70601]], "atomic_forces_ev_per_a": [[0.82, -0.28, 1.02], [-0.75, -0.39, 0.16], [-0.48, 0.27, -0.25], [0.99, 0.07, -0.72], [0.00, -0.19, -0.20], [-0.17, 0.53, -0.24], [-0.01, 0.24, -0.04], [0.10, -0.22, -0.05], [-0.33, -0.16, 0.20], [0.19, 0.81, -0.78], [-3.38, -0.21, -1.73], [3.36, -0.31, 2.03], [0.44, 0.35, -0.71], [0.05, -0.08, 0.12], [-0.18, -0.20, 0.28], [-0.28, -0.39, 0.19], [-0.29, 0.13, -0.22], [0.36, 0.14, 0.10], [0.12, -0.78, 0.68], [0.02, 0.15, -0.59], [-0.60, 0.53, 0.76]]}

***

[5]
{"formula": "C4H13N4", "method": "the ωB97M-V functional and the def2-TZVPD basis", "orbital_gap_ev": [8.6, 8.6], "homo_energy_ev": [-12.96, -12.96], "total_charge": 1, "lumo_energy_ev": [-4.3, -4.3], "symbols": ["C", "C", "C", "C", "N", "N", "N", "N", "H", "H", "H", "H", "H", "H", "H", "H", "H", "H", "H", "H", "H"], "xyz": [[-0.41184, 1.40913, -0.40412], [-1.60566, 0.45940, 0.08954], [2.11036, 1.22541, 0.15039], [0.66303, -2.20929, -0.27442], [-0.90679, -0.10256, 1.17833], [0.82216, 0.62598, -0.10894], [-2.11128, -0.59749, -0.70096], [0.40682, -0.39159, 0.69227], [-0.45460, 1.69955, -1.51531], [-0.48889, 2.29987, 0.28881], [-2.41094, 1.11580, 0.53011], [2.45420, 1.58162, -0.80154], [2.04582, 2.13924, 0.84525], [2.78885, 0.38204, 0.64941], [0.04059, -2.07178, -1.16547], [1.67654, -2.05358, -0.48586], [0.11376, -2.76284, 0.38520], [-1.53504, -0.96276, 1.50243], [-1.25657, -0.86758, -1.17248], [-2.95729, -0.45997, -1.19173], [1.01680, -0.45861, 1.50910]], "atomic_forces_ev_per_a": [[-0.64, 0.77, -0.81], [-0.50, 2.88, 0.14], [0.54, -0.29, 2.37], [-1.73, 4.46, -0.97], [-0.90, -2.13, 2.53], [-1.92, 0.72, -1.33], [1.67, -0.02, 0.43], [0.24, -3.75, 0.44], [0.01, -0.34, 1.79], [0.33, -0.63, -1.01], [0.68, -0.70, -0.71], [0.75, -0.08, -0.29], [0.08, -1.34, -0.66], [-1.11, 2.05, -1.35], [0.48, 0.11, 0.17], [1.43, -0.59, 0.37], [-0.24, -1.99, 2.01], [2.54, 1.75, -0.81], [-1.25, -0.69, -1.22], [-0.43, 0.23, -1.02], [-0.03, -0.41, -0.07]]}

***

[6]
{"formula": "C4H13N4O", "method": "the ωB97M-V functional and the def2-TZVPD basis", "orbital_gap_ev": 10.6, "homo_energy_ev": -13.30, "total_charge": 1, "lumo_energy_ev": -2.7, "symbols": ["C", "C", "O", "N", "H", "H", "H", "H", "H", "C", "C", "N", "N", "N", "H", "H", "H", "H", "H", "H", "H", "H"], "xyz": [[-0.06120, -0.86236, -3.02711], [0.04921, -1.98911, -2.07062], [0.29242, -1.81932, -0.84829], [-0.24779, -3.23873, -2.40473], [-0.39760, 0.11584, -2.70412], [-0.70951, -1.14541, -3.86568], [-0.00117, -4.00806, -1.80934], [-0.57110, -3.55478, -3.30341], [0.87169, -0.68814, -3.56930], [-0.25408, 2.03292, 3.40378], [0.14884, 1.10439, 1.15390], [-0.31205, 0.89045, -0.07292], [-0.48885, 1.96426, 1.94701], [1.28275, 0.54253, 1.63103], [-0.56410, 1.65308, -0.66773], [0.00394, 0.07957, -0.61127], [-1.27555, 2.40316, 1.52046], [1.70499, 0.99815, 2.42595], [1.46156, -0.44977, 1.62999], [-0.27288, 0.98884, 3.69895], [-1.22266, 2.31042, 3.84104], [0.56311, 2.67208, 3.70241]], "atomic_forces_ev_per_a": [[-0.02, -0.23, -2.31], [-0.40, 0.09, 3.52], [0.41, 1.06, -1.29], [-0.17, -1.12, -1.78], [-0.09, -0.24, 0.67], [-0.20, 0.01, 0.26], [0.02, 0.29, 0.60], [0.11, 0.49, -0.28], [0.32, -0.13, 0.41], [-2.15, -0.69, -0.72], [0.25, 0.63, 0.79], [0.08, -0.80, -0.83], [1.00, -0.08, -0.30], [0.04, -0.28, 0.41], [-0.58, 0.53, 0.25], [0.44, -0.33, 0.57], [-0.48, 0.43, 0.12], [-0.30, -0.11, 0.14], [-0.04, -0.11, -0.80], [1.10, -0.07, 0.49], [0.49, 0.76, -0.07], [0.16, -0.09, 0.15]]}